DFT (ωB97M-V with the def2-TZVPD basis set) results for C3H2N2O3 in the gas phase in a non-equilibrium geometry.

Structure (XYZ):
```
10
C3H2N2O3 | the OMol25 dataset | ωB97M-V with the def2-TZVPD basis set
C 0.83 -0.08 0.03
C 0.24 1.01 0.11
C -1.74 -0.18 -0.02
H 2.49 -0.93 0.12
H 0.82 1.94 0.00
N -1.06 -1.37 0.16
N 0.21 -1.31 -0.14
O 2.22 -0.06 -0.11
O -1.10 1.06 -0.04
O -2.93 -0.09 -0.11
```

## Properties
Structure (SMILES) = O=c1nnc(O)co1
Maximum force = 0.15090 hartree/bohr
Total energy = -12262.759 eV
E_LUMO = -0.0674 hartree
Energy relative to the best compared isomer or geometry (same formula, charge and spin) = 97.38 kcal/mol
Orbital gap = 8.167 eV

natural (NBO) atomic charge list, values in e, 4 entries: number 1, C, carries 0.25; number 2, C, carries 0.15; number 3, C, carries 0.77; number 4, H, carries 0.49



DFT (ωB97M-V with the def2-TZVPD basis set) results for C3H2N2O3 in the gas phase in a non-equilibrium geometry.

Structure (XYZ):
```
10
C3H2N2O3 | the OMol25 dataset | ωB97M-V with the def2-TZVPD basis set
C 1.16 0.10 0.06
C -1.04 0.75 -0.03
C -1.04 -0.82 -0.12
H 0.56 2.06 -0.07
H 0.94 -2.12 0.56
N 0.39 1.05 -0.25
N 0.35 -1.08 0.16
O 2.39 -0.07 -0.17
O -1.76 1.76 0.08
O -1.95 -1.64 -0.21
```

## Properties
Structure (SMILES) = O=C1NC(=O)C(=O)N1
Maximum force = 0.18893 hartree/bohr
Total energy = -12264.519 eV
E_LUMO = -0.0503 hartree
Energy relative to the best compared isomer or geometry (same formula, charge and spin) = 56.80 kcal/mol
Orbital gap = 9.516 eV

natural (NBO) atomic charge list, values in e, 4 entries: number 1, C, carries 0.76; number 2, C, carries 0.60; number 3, C, carries 0.58; number 4, H, carries 0.44



DFT (ωB97M-V with the def2-TZVPD basis set) results for C3H2N2OS in the gas phase in a non-equilibrium geometry.

Structure (XYZ):
```
9
C3H2N2OS | the OMol25 dataset | ωB97M-V with the def2-TZVPD basis set
C 0.21 0.88 0.04
C 0.78 -0.50 0.13
C 1.35 1.58 0.14
N 2.50 1.64 0.06
N 1.93 -1.03 0.04
O 4.38 -0.43 0.48
S 3.26 -0.09 -0.35
H -0.87 1.09 -0.24
H -0.04 -1.18 0.07
```

## Properties
Maximum force = 0.07220 hartree/bohr
Total energy = -19002.054 eV
E_LUMO = -0.0436 hartree
Energy relative to the best compared isomer or geometry (same formula, charge and spin) = 80.67 kcal/mol
Orbital gap = 7.670 eV

natural (NBO) atomic charge list, values in e, 4 entries: number 1, C, carries -0.61; number 2, C, carries 0.18; number 3, C, carries 0.50; number 4, N, carries -0.58



DFT (ωB97M-V with the def2-TZVPD basis set) results for C3H2N2OS in the gas phase in a non-equilibrium geometry.

Structure (XYZ):
```
9
C3H2N2OS | the OMol25 dataset | ωB97M-V with the def2-TZVPD basis set
C -3.00 0.01 0.04
C 0.78 0.44 -0.03
C 2.12 -0.16 0.03
H -3.27 -0.95 -0.35
H -3.81 0.73 0.29
N -1.74 0.23 0.19
N 3.22 -0.52 0.12
O 0.63 1.66 -0.11
S -0.48 -0.79 -0.09
```

## Properties
Structure (SMILES) = C=NSC(=O)C#N
Maximum force = 0.05690 hartree/bohr
Total energy = -19003.918 eV
E_LUMO = -0.0303 hartree
Energy relative to the best compared isomer or geometry (same formula, charge and spin) = 37.68 kcal/mol
Orbital gap = 9.283 eV

natural (NBO) atomic charge list, values in e, 4 entries: number 1, C, carries -0.03; number 2, C, carries 0.26; number 3, C, carries 0.15; number 4, H, carries 0.15



DFT (ωB97M-V with the def2-TZVPD basis set) results for C3H2N2S in the gas phase in a non-equilibrium geometry.

Structure (XYZ):
```
8
C3H2N2S | the OMol25 dataset | ωB97M-V with the def2-TZVPD basis set
C 0.98 -0.15 -0.02
C 0.05 1.03 -0.02
C -1.03 -0.81 -0.01
H 0.32 2.10 0.07
H -1.94 -1.41 0.04
N -1.17 0.61 -0.02
N 0.19 -1.27 -0.02
S 2.60 -0.11 -0.01
```

## Properties
Structure (SMILES) = S=C1C=NC=N1
Maximum force = 0.03230 hartree/bohr
Total energy = -16957.092 eV
E_LUMO = -0.0864 hartree
Energy relative to the best compared isomer or geometry (same formula, charge and spin) = 7.18 kcal/mol
Orbital gap = 7.273 eV

natural (NBO) atomic charge list, values in e, 4 entries: number 1, C, carries -0.07; number 2, C, carries 0.07; number 3, C, carries 0.28; number 4, H, carries 0.22



DFT (ωB97M-V with the def2-TZVPD basis set) results for a molecular structure, C3H2N2S2 in a non-equilibrium geometry.

Structure (XYZ):
```
9
C3H2N2S2 | the OMol25 dataset | ωB97M-V with the def2-TZVPD basis set
C 1.03 -0.93 1.14
C 1.55 0.21 0.82
C -0.71 0.10 -0.52
N 0.46 -0.46 -0.08
N -1.26 1.29 -0.42
S -1.65 -0.69 -1.90
S -2.51 1.13 -1.49
H 0.96 -1.77 1.73
H 2.11 1.12 0.72
```

## Properties
Maximum force = 0.05953 hartree/bohr
Total energy = -27788.650 eV
E_LUMO = 0.0128 hartree
Energy relative to the best compared isomer or geometry (same formula, charge and spin) = 103.96 kcal/mol
Orbital gap = 8.294 eV

natural (NBO) atomic charge list, values in e, 4 entries: number 1, C, carries 0.01; number 2, C, carries -0.03; number 3, C, carries 0.27; number 4, N, carries -0.50